Here is 2 unconnected molecules or ions with the total composition C3H8N3O in a non-equilibrium geometry from the OMol25 dataset. Energies are from ωB97M-V with the def2-TZVPD basis set.

Positions of all 15 atoms, in Å:
C 0.0353 1.5652 2.5217
C 0.2598 0.3122 -1.2007
C 0.5398 -1.7714 -0.1235
N 0.2235 0.9379 1.5659
N -0.2039 -0.6626 -0.4522
N -0.3913 1.3825 -1.6048
O -1.4945 -0.6067 -0.0388
H 0.0612 1.8424 3.4918
H 1.3691 0.2471 -1.2938
H -0.1352 -2.5562 -0.4613
H 1.4883 -1.7362 -0.8568
H 0.9577 -1.9114 0.9389
H -1.5479 -0.7289 1.0077
H -1.3646 1.5391 -1.3613
H 0.2028 2.1471 -2.1329

calculated total energy = -9744.49830 eV
total charge = +1
2S+1 = 3
orbital gap (spin up / spin down) = 6.673 / 8.601 eV
expectation value of S² = 2.006
E_HOMO (spin up / spin down) = -9.77 / -15.93 eV
max |F| = 7.506 eV/Å

Atomic partial charges in e from the Mulliken method, atoms 1 to 8:
1 C -0.1104
2 C -0.0830
3 C -0.8375
4 N -0.2786
5 N 0.4151
6 N -0.3045
7 O -0.4244
8 H 0.3938

***

Here is 16 unconnected molecules or ions with the total composition C22H68F6N28O18 in a non-equilibrium geometry from the OMol25 dataset. Energies are from ωB97M-V with the def2-TZVPD basis set.

Positions of all 142 atoms, in Å:
C -0.2951 -1.1640 -0.5336
O -0.6180 -0.9166 0.8308
O 0.4628 -2.2932 -0.5783
C -1.5044 -1.1860 -1.5042
F -2.0900 0.0496 -1.5180
F -1.1520 -1.3708 -2.7712
F -2.4365 -2.1419 -1.2491
C 0.4165 -0.2357 1.5852
C -0.3413 0.4977 2.6666
H -0.9732 1.2856 2.2496
H -0.9292 -0.0857 3.3729
H 0.3410 1.1560 3.2100
H 1.0038 0.4962 1.0272
H 1.0621 -1.0294 1.9610
H 0.2909 -0.3047 -0.8900
C 2.0764 4.2982 -1.8472
O 2.9220 3.3737 -2.6361
O 1.9963 5.3925 -2.6151
C 0.7800 3.5056 -1.4279
F 0.0939 3.1029 -2.5077
F 1.0395 2.3673 -0.7232
F -0.0678 4.2337 -0.6674
C 3.8458 2.6261 -1.8665
C 4.8573 2.1404 -2.8714
H 5.6351 2.8510 -3.1495
H 5.4381 1.3780 -2.3367
H 4.3733 1.6946 -3.7377
H 3.3591 1.7829 -1.3522
H 4.3626 3.0743 -1.0086
H 2.6542 4.5906 -0.9572
C 1.3155 0.6996 -4.8478
O 0.6978 -0.1856 -5.4283
N 1.8456 1.7783 -5.4794
N 1.4234 0.7449 -3.4931
H 1.7674 2.5896 -4.8796
H 1.9758 1.8224 -6.4694
H 0.8533 0.2043 -2.8708
H 1.8914 1.5322 -3.0721
C 3.8830 2.2216 5.3295
O 4.6809 3.1043 5.0119
N 2.6418 2.0627 4.8050
N 4.0767 1.4243 6.3979
H 2.2767 2.6664 4.0853
H 2.0739 1.3303 5.1866
H 4.9895 1.3538 6.8103
H 3.4093 0.7028 6.5990
C -6.0233 -2.8291 -0.3019
O -6.3133 -1.9432 0.5056
N -6.6581 -2.9592 -1.4956
N -4.9527 -3.6441 -0.1819
H -7.4537 -2.3610 -1.6331
H -6.2811 -3.6284 -2.1401
H -4.7882 -4.1079 0.6935
H -4.4201 -3.8808 -0.9994
C -1.4006 2.1825 6.0473
O -0.6374 2.0070 6.9933
N -2.4326 1.3269 5.7939
N -1.1977 3.1773 5.1399
H -2.6525 0.6513 6.4997
H -2.7940 1.2859 4.8420
H -0.3637 3.7183 5.2708
H -1.9977 3.4072 4.5646
C -3.5030 -2.7464 -6.0054
O -4.1343 -3.8074 -6.1483
N -2.7173 -2.2566 -6.9696
N -3.4829 -2.0918 -4.8358
H -2.5026 -2.9491 -7.6700
H -1.9559 -1.6127 -6.8189
H -3.9766 -2.4702 -4.0512
H -2.8080 -1.3573 -4.7048
C -3.3646 3.4417 -4.6792
O -3.4650 2.7813 -5.7131
N -3.8237 4.7282 -4.5212
N -2.9189 2.9933 -3.4972
H -3.5670 5.3326 -3.7697
H -4.2245 4.9473 -5.4242
H -2.5456 2.0670 -3.3648
H -2.9213 3.5605 -2.6725
C -3.9540 0.3053 2.5718
O -3.5067 1.2429 3.2311
N -3.2793 -0.2967 1.5452
N -5.2419 -0.0429 2.6037
H -3.6754 -1.0731 1.0444
H -2.3001 -0.0739 1.4525
H -5.8858 0.4746 3.1763
H -5.6640 -0.7001 1.9656
C -2.9922 4.7322 2.6539
O -3.6427 4.4505 3.6562
N -3.0229 5.9461 2.0502
N -2.3254 3.7997 1.9217
H -2.5628 6.0622 1.1683
H -3.4866 6.6396 2.6112
H -1.6450 4.1054 1.2473
H -2.4815 2.8173 2.0926
C 1.6921 -5.6119 0.2301
O 2.3797 -6.6308 0.3101
N 2.1285 -4.3801 0.5327
N 0.3405 -5.6557 0.0728
H 3.0519 -4.3277 0.9224
H 1.6537 -3.5350 0.2280
H -0.0664 -6.5417 -0.1635
H -0.0907 -4.7820 -0.1656
C -0.5031 -3.9949 3.2256
O -0.2637 -5.0619 3.7807
N -1.6450 -3.6925 2.5173
N 0.1430 -2.8505 3.5280
H -2.3534 -4.3959 2.4007
H -1.7058 -2.9284 1.8612
H 0.8844 -2.9099 4.2029
H 0.0058 -2.0655 2.9175
C 4.6576 -2.1911 -2.4287
O 5.6273 -1.6271 -2.9513
N 4.3394 -3.4793 -2.5544
N 3.6683 -1.4690 -1.8573
H 3.5520 -3.9817 -2.1721
H 5.0759 -4.1452 -2.7324
H 2.8912 -1.9216 -1.3986
H 3.8483 -0.4868 -1.7319
C 4.1679 -1.0605 2.2511
O 4.0691 0.1506 2.0049
N 4.9250 -1.8951 1.5200
N 3.5076 -1.5378 3.3234
H 5.3265 -1.4726 0.6993
H 4.9429 -2.8792 1.7132
H 2.8267 -0.9764 3.7975
H 3.7850 -2.4307 3.6963
C 0.1896 -4.6790 -3.4116
O -0.0982 -5.2655 -4.4460
N -0.5435 -4.3073 -2.3495
N 1.4141 -4.0983 -3.2664
H -0.2612 -3.6490 -1.6137
H -1.5452 -4.2553 -2.4670
H 1.4586 -3.2811 -2.6746
H 2.1399 -4.1613 -3.9583
C 1.9773 4.2543 2.2268
O 1.9057 5.4713 2.1965
N 3.1388 3.5825 2.0881
N 0.9556 3.3994 2.4463
H 3.8443 4.1383 1.6304
H 3.0662 2.5988 1.8767
H 0.1040 3.9176 2.6101
H 0.9309 2.5293 1.9480

calculated total energy = -118815.94816 eV
total charge = -2
orbital gap = 6.048 eV
E_HOMO = -2.99 eV
max |F| = 3.927 eV/Å

Atomic partial charges in e from the Mulliken method, atoms 1 to 8:
1 C 0.5122
2 O 1.8723
3 O 0.0980
4 C 0.0838
5 F -0.2310
6 F -0.0632
7 F -0.2325
8 C 0.6703

***

Here is C4H6O2 in the gas phase from the OMol25 dataset. Energies are from ωB97M-V with the def2-TZVPD basis set.

Positions of all 12 atoms, in Å:
O 2.4239 -0.6934 0.2495
C 1.5895 0.1709 0.1800
C 0.2085 0.1376 -0.3860
O -0.0416 1.2713 -1.1688
C -0.7878 -0.9722 -0.5227
C -0.7385 -0.1570 0.7430
H 1.7040 1.1550 0.6863
H -0.5984 1.8820 -0.6741
H -0.5090 -2.0179 -0.4427
H -1.5568 -0.7668 -1.2642
H -0.2984 -0.6733 1.5930
H -1.3953 0.6638 1.0067

calculated total energy = -8338.34154 eV
orbital gap = 10.599 eV
E_HOMO = -9.84 eV
max |F| = 0.566 eV/Å

Atomic partial charges in e from the Mulliken method, atoms 1 to 8:
1 O -0.4724
2 C -0.1132
3 C 0.7994
4 O -0.5284
5 C -0.4890
6 C -0.7768
7 H 0.2647
8 H 0.3281

***

Here is a molecular structure, C40H33Cl2MnN3O6 in a non-equilibrium geometry from the OMol25 dataset. Energies are from ωB97M-V with the def2-TZVPD basis set.

Positions of all 85 atoms, in Å:
Mn 0.1950 -0.3730 0.0726
O -5.1242 -0.1064 6.0718
C -5.0155 -0.2525 4.7373
O -5.9607 -0.5855 4.0897
C -3.6663 -0.0141 4.1057
C -3.6341 0.1203 2.7219
C -2.4309 0.2626 2.0588
C -1.2382 0.2628 2.7713
C -1.2616 0.1512 4.1545
C -2.4717 0.0168 4.8145
N -0.0279 0.3363 2.0141
C 1.0572 0.7507 2.4939
C 2.2202 0.8890 1.6066
C 3.4459 1.3271 2.0439
C 4.4682 1.4868 1.1139
C 4.2061 1.2220 -0.2145
C 2.9407 0.7770 -0.5726
N 1.9831 0.6080 0.3236
H -4.3181 0.2446 6.4635
H -4.5709 0.1002 2.1810
H -2.4065 0.3855 0.9820
H -0.3463 0.1221 4.7344
H -2.4466 -0.0956 5.8927
H 1.1378 1.0799 3.5264
H 3.5930 1.5419 3.0960
H 5.4509 1.8165 1.4247
H 4.9659 1.3492 -0.9733
H 2.6845 0.5410 -1.5976
Cl -3.0626 0.1756 -3.4421
C -2.4690 1.5888 -2.6326
C -2.9112 2.8556 -3.0560
C -2.4730 3.9883 -2.4468
Cl -3.0396 5.5349 -2.9959
C -1.5553 3.9107 -1.3721
C -1.0409 5.0273 -0.6795
C -0.1570 4.8406 0.3435
C 0.2232 3.5286 0.6775
N -0.2273 2.4629 0.0613
C -1.1171 2.6306 -0.9556
C -1.5846 1.4320 -1.5940
O -1.1695 0.2613 -1.1805
H -3.6106 2.9237 -3.8787
H -1.3515 6.0227 -0.9689
H 0.2511 5.6797 0.8926
H 0.9305 3.3617 1.4909
C -1.9277 -2.9381 -1.3503
C -1.7693 -2.7325 0.1186
O -1.0287 -1.8342 0.5302
C -2.4964 -3.5533 1.0926
C -2.3176 -3.3215 2.4591
C -3.0361 -4.0524 3.3854
C -3.9393 -5.0198 2.9536
C -4.1135 -5.2638 1.5977
C -3.3950 -4.5324 0.6679
H -1.3203 -2.2177 -1.8878
H -2.9748 -2.7990 -1.6277
H -1.6421 -3.9584 -1.6211
H -1.6071 -2.5691 2.7788
H -2.8975 -3.8730 4.4437
H -4.5117 -5.5857 3.6790
H -4.8128 -6.0203 1.2668
H -3.5366 -4.7234 -0.3898
C 4.1612 -6.6497 -3.5261
C 3.5323 -5.4990 -2.7842
C 3.3135 -5.5533 -1.4175
C 2.7130 -4.5116 -0.7180
C 2.5339 -4.7049 0.7719
C 2.3121 -3.3619 -1.4308
C 2.5279 -3.2844 -2.8288
C 2.1710 -2.0921 -3.6901
C 3.1392 -4.3521 -3.4651
C 1.6545 -2.2545 -0.7070
O 1.6858 -2.1098 0.5275
O 0.9666 -1.3599 -1.3853
H 4.5539 -7.4005 -2.8428
H 4.9732 -6.3038 -4.1669
H 3.4229 -7.1308 -4.1702
H 3.6169 -6.4392 -0.8693
H 2.7424 -5.7426 1.0312
H 1.5334 -4.4494 1.1113
H 3.2227 -4.0674 1.3301
H 2.5891 -1.1654 -3.2943
H 1.0937 -1.9450 -3.7615
H 2.5657 -2.2398 -4.6945
H 3.3207 -4.2900 -4.5335

calculated total energy = -115134.36939 eV
total charge = +1
2S+1 = 5
orbital gap (spin up / spin down) = 5.601 / 5.662 eV
expectation value of S² = 6.055
E_HOMO (spin up / spin down) = -9.84 / -9.88 eV
max |F| = 1.247 eV/Å

Atomic partial charges in e from the Mulliken method, atoms 1 to 8:
1 Mn -0.1599
2 O -0.4780
3 C 0.5804
4 O -0.5282
5 C 1.1162
6 C -1.0577
7 C 0.1573
8 C 0.0954